--- one ---
The following is a DFT calculation (ωB97M-V/def2-TZVPD) of a 15-piece molecular cluster, C30H90O30 overall.

HOMO = -0.3372 hartree
Molar mass = 931.02 g mol⁻¹
Kohn-Sham gap = 9.08 eV
LUMO = -0.1 eV

The geometry in ORCA input format:
```
! wB97M-V def2-TZVPD RIJCOSX def2/J DEFGRID3
* xyz 0 1
C -1.746 -1.509 -2.303
C -2.208 -3.004 -2.447
O -2.898 -3.172 -3.665
O -2.721 -0.750 -1.631
H -1.522 -0.895 -3.176
H -0.859 -1.374 -1.684
H -2.642 -3.435 -1.545
H -1.316 -3.618 -2.575
H -3.167 -4.085 -3.792
H -2.480 0.176 -1.704
C 1.153 1.569 -0.641
C -0.094 0.993 0.006
O 0.329 -0.384 0.326
O 1.349 1.019 -1.883
H 2.021 1.257 -0.060
H 1.068 2.653 -0.715
H -1.092 1.024 -0.431
H -0.255 1.583 0.907
H 0.173 -0.591 1.250
H 1.192 0.074 -1.949
C 1.324 2.702 -5.213
C -0.215 3.158 -5.064
O -0.603 3.328 -3.737
O 2.331 3.586 -4.832
H 1.446 2.335 -6.232
H 1.333 1.708 -4.767
H -0.727 2.358 -5.597
H -0.345 4.111 -5.576
H -0.447 2.499 -3.278
H 2.896 3.179 -4.170
C 4.546 0.833 2.504
C 3.133 0.328 2.481
O 2.255 1.100 3.175
O 5.188 0.751 3.778
H 4.592 1.818 2.040
H 5.098 0.173 1.835
H 3.164 -0.668 2.924
H 2.835 0.085 1.461
H 1.927 1.815 2.624
H 5.391 1.639 4.084
C 3.280 -2.389 -0.880
C 2.343 -2.552 -2.054
O 2.162 -1.496 -2.891
O 4.595 -2.335 -1.417
H 3.124 -3.318 -0.331
H 2.979 -1.424 -0.474
H 1.360 -2.604 -1.586
H 2.710 -3.382 -2.658
H 3.020 -1.085 -3.025
H 5.107 -2.176 -0.621
C 1.054 -2.563 -6.434
C 0.206 -2.066 -7.566
O 0.794 -2.485 -8.768
O 1.455 -3.941 -6.427
H 0.674 -2.351 -5.435
H 1.982 -1.993 -6.413
H -0.071 -1.021 -7.709
H -0.706 -2.655 -7.464
H 0.171 -3.047 -9.236
H 2.295 -4.012 -6.885
C 5.357 1.894 -1.591
C 5.105 2.609 -2.880
O 3.665 2.689 -2.782
O 4.918 0.573 -1.605
H 4.753 2.351 -0.808
H 6.386 1.911 -1.234
H 5.336 2.102 -3.817
H 5.755 3.478 -2.786
H 3.400 1.807 -2.511
H 5.649 0.074 -1.233
C 1.766 8.898 -2.842
C 1.666 7.281 -2.703
O 1.396 6.770 -4.051
O 0.601 9.435 -3.331
H 2.540 9.178 -3.557
H 2.167 9.244 -1.889
H 0.904 6.927 -2.010
H 2.615 6.948 -2.283
H 1.924 6.046 -4.395
H 0.487 9.241 -4.264
C -2.431 -2.419 1.404
C -3.223 -3.241 2.439
O -2.653 -3.276 3.730
O -1.229 -3.058 1.051
H -2.145 -1.373 1.509
H -3.042 -2.324 0.506
H -3.324 -4.279 2.123
H -4.186 -2.785 2.672
H -1.760 -3.624 3.670
H -0.579 -2.409 1.333
C -0.916 -6.137 0.478
C -1.556 -7.451 0.931
O -1.418 -7.688 2.294
O 0.473 -6.240 0.505
H -1.024 -5.342 1.216
H -1.237 -5.777 -0.500
H -1.062 -8.288 0.437
H -2.643 -7.507 0.871
H -0.523 -7.957 2.512
H 0.835 -5.399 0.217
C -4.436 1.641 3.161
C -3.468 0.837 2.314
O -2.239 1.476 2.390
O -4.780 2.917 2.659
H -4.304 1.759 4.237
H -5.385 1.107 3.133
H -3.852 0.839 1.293
H -3.419 -0.171 2.725
H -1.911 1.326 3.280
H -3.935 3.371 2.622
C 1.758 5.062 2.475
C 0.443 4.560 3.057
O 0.670 4.435 4.456
O 2.530 3.909 2.243
H 2.277 5.830 3.047
H 1.594 5.520 1.499
H 0.146 3.720 2.429
H -0.287 5.350 3.230
H 0.986 3.533 4.543
H 3.435 4.150 2.458
C -6.681 -0.202 -0.194
C -7.142 -1.367 0.769
O -6.552 -1.137 2.121
O -7.397 0.967 0.233
H -6.776 -0.411 -1.260
H -5.608 -0.035 -0.102
H -6.636 -2.235 0.346
H -8.208 -1.592 0.789
H -7.127 -0.487 2.529
H -7.094 1.097 1.134
C 0.921 -4.254 3.981
C 1.601 -3.001 3.383
O 0.719 -1.952 2.870
O 0.296 -3.829 5.214
H 1.737 -4.960 4.138
H 0.165 -4.641 3.298
H 2.164 -3.198 2.471
H 2.311 -2.677 4.144
H 0.288 -1.494 3.596
H -0.094 -4.595 5.643
C -1.103 -0.591 5.833
C -2.498 0.007 5.989
O -2.369 1.317 6.513
O -0.620 -0.233 4.557
H -1.265 -1.657 5.674
H -0.362 -0.253 6.557
H -2.887 -0.436 6.906
H -3.023 -0.050 5.035
H -3.184 1.821 6.561
H -0.088 0.545 4.737
*
```


--- two ---
The following is a DFT calculation (ωB97M-V/def2-TZVPD) of C30H90O30 as an isolated structure.

HOMO = -0.3306 hartree
Molar mass = 931.02 g mol⁻¹
Kohn-Sham gap = 8.39 eV
LUMO = -0.6 eV

The geometry in ORCA input format:
```
! wB97M-V def2-TZVPD RIJCOSX def2/J DEFGRID3
* xyz 0 1
C -0.105 -0.458 -1.137
C 0.304 -1.151 0.157
O -0.525 -2.269 0.489
O 0.510 0.772 -1.341
H -1.189 -0.575 -1.192
H 0.301 -1.017 -1.985
H 0.101 -0.446 0.972
H 1.374 -1.309 0.306
H -0.705 -2.398 1.426
H 0.041 1.414 -0.789
C 1.266 4.905 -1.719
C 0.764 6.164 -1.005
O 1.025 6.097 0.391
O 2.705 4.806 -1.691
H 1.010 4.851 -2.777
H 0.770 4.028 -1.294
H -0.325 6.203 -1.108
H 1.116 7.077 -1.488
H 0.982 6.992 0.735
H 3.011 4.706 -0.785
C -2.730 -0.740 -4.019
C -2.651 -0.450 -5.524
O -3.857 0.113 -6.046
O -3.272 -2.044 -3.814
H -3.230 0.041 -3.446
H -1.713 -0.792 -3.619
H -2.366 -1.357 -6.061
H -1.836 0.255 -5.688
H -4.501 -0.600 -6.086
H -3.654 -2.112 -2.931
C -1.630 3.053 -3.981
C -2.871 2.848 -4.815
O -3.497 4.110 -4.944
O -0.978 1.823 -3.856
H -1.956 3.450 -3.015
H -0.958 3.808 -4.396
H -3.515 2.082 -4.375
H -2.747 2.501 -5.844
H -4.426 3.962 -5.138
H -0.192 1.909 -3.307
C 4.721 -0.153 -0.358
C 3.728 0.964 0.073
O 4.485 2.128 0.421
O 4.034 -1.444 -0.414
H 5.514 -0.292 0.378
H 5.328 0.032 -1.244
H 3.137 0.653 0.937
H 3.002 1.184 -0.712
H 3.955 2.648 1.039
H 3.456 -1.522 -1.188
C 5.006 -3.909 1.957
C 4.007 -2.917 2.672
O 2.851 -2.703 1.917
O 4.310 -5.091 1.673
H 5.852 -4.137 2.610
H 5.317 -3.514 0.989
H 4.553 -2.005 2.931
H 3.642 -3.306 3.625
H 3.147 -2.337 1.072
H 3.585 -5.191 2.295
C 0.197 -5.961 -0.452
C -0.631 -4.974 -1.305
O 0.125 -3.815 -1.659
O 1.415 -6.145 -1.104
H -0.299 -6.919 -0.294
H 0.376 -5.564 0.553
H -1.520 -4.633 -0.768
H -0.936 -5.429 -2.247
H 0.102 -3.260 -0.864
H 1.849 -5.288 -1.170
C 2.774 -0.282 4.767
C 3.371 0.760 5.766
O 2.315 1.475 6.472
O 2.534 0.094 3.408
H 1.770 -0.507 5.135
H 3.330 -1.220 4.786
H 3.953 1.528 5.251
H 4.062 0.311 6.476
H 1.914 2.008 5.775
H 2.267 -0.715 2.956
C 1.112 3.415 2.891
C 2.252 4.276 2.425
O 3.461 3.581 2.534
O 0.976 3.608 4.279
H 1.204 2.390 2.527
H 0.216 3.868 2.452
H 2.296 5.193 3.018
H 2.117 4.632 1.403
H 3.560 3.256 3.433
H 0.221 3.028 4.445
C -1.052 -4.302 -4.946
C 0.093 -3.294 -4.581
O 0.995 -3.901 -3.652
O -1.958 -4.359 -3.857
H -0.719 -5.308 -5.188
H -1.612 -3.839 -5.763
H -0.285 -2.396 -4.086
H 0.598 -2.871 -5.451
H 0.422 -4.064 -2.891
H -2.440 -3.524 -3.745
C -4.864 -1.340 1.004
C -3.968 -1.107 -0.230
O -4.625 -1.163 -1.500
O -6.098 -0.626 0.996
H -4.333 -1.000 1.896
H -4.964 -2.416 1.168
H -3.303 -1.963 -0.350
H -3.401 -0.177 -0.179
H -5.127 -0.341 -1.480
H -6.578 -0.932 1.769
C 3.324 0.387 -3.582
C 2.466 -0.898 -3.870
O 2.524 -1.727 -2.733
O 2.492 1.427 -3.164
H 3.794 0.782 -4.486
H 4.210 0.132 -2.996
H 2.804 -1.413 -4.772
H 1.469 -0.525 -4.116
H 2.013 -2.530 -2.909
H 1.831 1.047 -2.573
C -4.322 0.040 3.851
C -3.584 1.054 2.988
O -2.509 0.574 2.205
O -3.595 -0.279 5.025
H -4.451 -0.906 3.317
H -5.373 0.252 4.058
H -3.109 1.809 3.618
H -4.283 1.587 2.341
H -2.273 -0.256 2.634
H -3.896 -1.100 5.421
C -1.375 4.412 1.479
C -1.959 3.762 0.237
O -1.409 2.432 -0.038
O -1.782 3.784 2.729
H -1.638 5.471 1.448
H -0.290 4.316 1.450
H -1.783 4.300 -0.695
H -3.046 3.665 0.223
H -1.689 1.957 0.758
H -1.440 4.325 3.446
C -0.244 -1.139 4.527
C -1.219 -2.299 4.257
O -1.754 -2.296 2.961
O -0.796 -0.008 5.168
H 0.214 -0.801 3.594
H 0.603 -1.481 5.124
H -1.992 -2.448 5.014
H -0.670 -3.245 4.228
H -2.157 -3.163 2.851
H -1.754 -0.132 5.232
*
```


Which is the most stable structure? two is the most stable.